# 1
This record from OMol25 describes a structure of composition C38H110N8O16 at a distorted geometry. The level of theory is ωB97M-V with the def2-TZVPD basis set.

Structure (XYZ):
```
172
C38H110N8O16 | OMol25 | ωB97M-V with the def2-TZVPD basis set
H 7.66736 -0.35511 13.88696
H 2.28319 0.93356 13.54951
C 6.48986 -4.54666 12.14605
H 9.25151 4.48312 10.68310
H 7.41870 2.86767 8.92847
H 3.64084 7.36367 11.03359
H 5.62213 2.24527 15.86180
H 5.14134 0.36525 14.58561
H 6.58991 3.02260 10.46324
O 1.26199 1.65890 15.22161
N 7.00569 7.96811 13.54002
H 3.29602 4.01514 15.71526
C 3.08721 3.16624 11.43211
C 5.54955 -3.50037 11.56722
C 6.24369 -2.13644 11.48188
H 10.97643 3.04766 7.68574
H 5.39723 7.00837 14.51944
C 10.09921 -0.81770 15.80162
H 8.77284 1.42114 14.92377
C 11.07960 4.13381 7.78800
H 5.73641 7.60442 11.90602
H 9.81012 0.89229 13.65576
C 5.32816 4.27487 13.38736
H 9.04895 4.62034 8.24040
N 10.15498 6.18284 8.72600
O 5.06144 8.26205 12.19018
H 1.66319 8.27448 13.60338
N 5.30028 -0.37428 6.15486
N 2.15068 -1.01478 15.44737
H 4.62025 2.21963 13.54372
C 9.82413 1.38718 14.62752
C 1.43933 4.50614 10.11811
O 5.13465 2.95609 15.41433
O 5.76711 1.59581 9.24210
C 6.06551 0.93922 8.02342
H 2.14154 7.68197 17.09411
H 4.84758 -1.19356 15.31797
H 5.97497 0.19218 5.66077
H -0.19374 3.01464 15.26296
H 3.67519 8.98636 9.18872
C 0.65390 2.77620 14.61966
H 9.51284 2.40383 12.05450
H 10.07751 6.58382 7.80442
H 5.68706 -1.27886 6.38539
H 1.22534 -0.72730 15.74763
H 4.70489 -3.26780 12.23193
C 6.92711 2.30174 9.71929
C 4.55180 8.90708 9.83653
N 12.04696 0.74732 15.47036
C 10.02482 4.71841 8.73015
H 5.01496 9.88782 9.96310
C 10.10470 4.10463 10.11052
H 8.09916 -2.40948 15.65884
H 1.47476 2.32190 10.23736
H 0.26087 2.61468 13.60904
H 7.07652 7.45803 16.21999
C 7.32132 -0.52210 12.86851
C 4.81073 0.31333 7.35652
H 2.48268 5.04806 17.64854
H 3.67789 2.28534 9.05448
H 5.48853 8.05236 16.56293
H 4.26820 -3.41828 9.90152
H 11.00314 1.65002 11.48754
H 3.08946 2.16518 14.57844
H 9.76356 -1.24547 14.84886
H 6.33425 2.46088 13.82901
H 0.55401 7.70039 15.53718
O 8.88254 -0.76122 16.58986
H 4.35900 4.77859 13.41596
H 6.68786 9.24553 16.01518
H 4.13131 1.09727 7.02439
C 4.16198 -0.67262 8.30189
C 1.97017 6.78999 16.49708
C 2.46210 1.26539 14.57930
H 2.47661 3.21809 12.33777
C 8.24056 -2.02185 16.67214
O 5.49214 7.98760 9.25897
H -0.38029 2.72902 10.81632
H 4.68784 -1.62168 8.40583
H 5.82430 5.00861 11.68598
H 12.30237 1.67253 15.78456
H 2.20749 7.07832 15.46198
H 6.86050 6.92352 10.18772
N 5.07787 -3.92048 10.23994
C 0.31641 7.66926 9.90257
H 6.51136 1.62774 7.29709
H 6.02842 4.87386 13.98518
O 0.60113 6.39666 16.45540
H -0.56011 8.39566 12.23507
H -1.14857 3.99239 9.84554
H 1.35580 3.61857 14.60124
H 7.38100 -4.60221 11.51006
H 1.02284 5.32210 13.75706
H 4.79244 -4.87693 10.43391
H 0.56362 5.52290 16.05029
H 11.06236 6.47807 9.07773
C 4.06695 8.35997 11.17650
O 6.62297 -1.72973 12.78987
C -0.66087 3.78110 10.81169
H 3.13622 -0.87254 7.97590
H 10.11882 2.43544 14.58102
O 3.80541 9.00257 14.93166
N 2.86162 2.87605 8.95382
H 7.78570 0.61401 16.58693
O 10.03020 2.70111 9.98368
H 1.08488 7.58714 9.13599
C 5.34530 2.89383 14.01670
H -0.51624 6.96554 9.76437
H 10.72966 -1.55356 16.31050
H -0.11946 8.67231 9.81732
H 3.26542 0.40944 16.38354
O 7.03274 6.62987 11.10749
C 0.96616 7.42700 13.51304
H 3.02036 10.59726 13.90122
O 2.59928 4.68582 15.67322
O 5.76723 4.10956 12.04884
H -0.53273 8.35405 14.55183
C 4.84416 8.97406 13.96074
H 4.29584 -0.86702 13.73147
H 1.00593 4.61532 9.11610
H 3.73541 4.04702 11.38269
H -1.49504 3.98584 11.48556
H 2.09313 9.09444 13.78333
H 3.99816 -0.27633 9.30730
C 1.74695 6.13896 13.66779
H 7.19488 -2.25159 10.94679
H 4.48674 8.66708 12.97038
H 12.06586 4.25981 8.24686
H 6.70843 7.55881 12.65942
H 6.76349 0.11451 8.21456
H 3.22097 3.72150 8.51690
H 2.32169 5.93181 12.76150
O 0.92598 7.34013 11.12877
H 5.58193 -1.41004 11.00100
C 10.00390 1.97514 11.17808
H 11.05204 4.55743 6.78663
H 7.53482 1.51813 10.16744
H 6.03133 -5.53449 12.13508
O 7.00066 1.21836 16.61292
C 2.85157 5.57714 16.76236
H 8.82610 -2.74579 17.24460
H 2.37208 6.11997 14.55704
C 2.67506 9.72406 14.46357
H 6.91814 -4.22179 13.09201
C 3.10856 0.11145 15.34413
H 5.21143 9.99087 13.77174
H 3.31033 9.00416 11.62084
C 4.37948 -0.40871 14.72076
H 3.86609 5.93061 16.96525
H 7.27504 -1.92474 17.16260
C 6.35194 8.21224 15.91558
H 10.27288 1.11787 16.59927
H 2.18127 5.29519 10.24077
C 0.10939 7.52813 12.28067
H 3.77142 2.32483 11.56285
H 5.49320 8.14615 8.31187
C 10.60427 0.60944 15.68200
C 2.16423 3.16910 10.22056
H 8.17757 -0.46758 12.18325
H 6.70119 0.34246 12.59195
O 0.39588 4.67827 11.05548
H 6.26960 0.65364 16.89629
H 2.08418 10.05314 15.31410
H 11.03854 4.39823 10.60319
H 7.75789 7.37750 13.87549
H 2.00517 -1.29977 14.47778
H -0.57641 6.66003 12.28049
H 9.46963 1.04304 10.98239
C 5.88725 7.99361 14.48449
H 7.99143 6.63756 11.20039
N 0.04582 7.52552 14.67544
H 12.52890 0.02303 15.98671
```

Computed properties:
HOMO, eV: -6.6
Energy relative to the best compared isomer or geometry (same formula, charge and spin), kJ/mol: 638.5
Charge: 0
Gap between HOMO and LUMO, eV: 6.69
Largest force on an atom, eV/A: 15.83

# 2
This record from OMol25 describes a cluster of 5 separate species, C44H97N3O3P in total at a distorted geometry. The level of theory is ωB97M-V with the def2-TZVPD basis set.

Structure (XYZ):
```
148
C44H97N3O3P | OMol25 | ωB97M-V with the def2-TZVPD basis set
H 2.01639 -0.25891 3.32050
C -3.94109 0.11484 4.99495
C -1.50338 -6.61274 -5.39000
H -1.45359 1.77567 5.04505
H -3.63831 -3.01217 -7.24316
H -5.15990 -4.35798 -3.46219
H -1.98163 -0.62958 5.60487
H 5.81057 3.79950 -0.59247
H -2.00242 0.82376 3.64887
H 0.93803 -7.26148 -6.10494
H -5.45463 2.15749 3.98312
C 0.29286 -7.68574 -6.87567
H 0.25852 -3.74936 -1.72117
H -2.67258 -4.76595 -2.24324
C -2.99984 -0.56604 6.00157
H -2.82535 0.11184 6.84486
C -1.57078 -2.91593 -2.49470
C -2.07233 -4.27617 -3.01587
C 2.26080 3.26621 -3.78641
C -6.41690 -2.04812 -3.98710
C 7.20220 1.06067 3.81603
C 3.09796 4.51978 -3.99026
H -3.98920 3.42561 2.07061
C 4.25431 0.46450 5.06130
C -2.19197 2.89926 3.19886
C -2.59016 -3.29110 -7.15781
H -1.10381 -3.57001 -5.54938
H -7.42317 -3.40077 -5.36088
C -2.13683 -3.24049 -5.68120
H 2.24325 0.03613 7.03957
H -2.78660 -2.37648 7.20031
H -6.51729 -0.99785 -3.69332
H 4.70287 3.96808 -2.68336
H 2.45766 5.36416 -4.25508
H 8.20169 0.79731 3.46642
H 4.76442 1.32912 5.48938
H 5.82258 6.53099 0.27843
H -4.16362 -3.82747 6.00680
H -2.35468 -2.24247 -5.29989
H 0.29628 1.51505 6.37579
H -4.32068 -1.79525 7.25963
H -3.84600 3.49606 5.64994
H -1.10472 -2.32965 -3.29002
C -4.93437 -2.35347 -4.19648
C -3.68544 3.24629 3.10167
H 2.28442 -1.18013 4.83860
H -2.39112 -4.28744 -7.55790
H -4.37529 1.27828 2.80551
O 0.17810 0.98189 0.71090
C 3.97947 4.84849 2.03051
H -4.26624 -1.91265 -3.45354
H 7.19416 1.43455 4.83668
H 4.82178 7.31212 -0.86985
H 2.36607 5.58450 0.65278
C 3.42523 5.71436 0.85601
H -0.81907 -1.19821 -0.51641
C -0.56777 -3.13165 -1.34812
H -7.06433 -1.73016 -6.00516
H 0.30449 -2.13777 -8.89043
H -0.73146 -6.00887 -4.90672
H -5.25088 -4.14639 -5.20976
H 6.40530 -0.77285 2.78030
C 5.20816 4.16258 1.49721
H 3.37959 2.62887 4.25812
H 0.72875 -7.40976 -7.83313
C -3.89850 2.45659 5.95001
C 1.52190 1.43911 0.60238
H -3.23316 2.08280 6.71874
N 4.21454 5.32422 -0.37473
H 0.11762 -8.74824 -6.74337
C 0.02194 -1.85571 -0.75401
H 4.34385 -0.75920 3.30144
H -8.35276 -1.95883 -4.89666
H 1.75023 2.88983 -4.67097
H -3.93206 4.14874 3.65702
H -1.49110 -7.51658 -4.77634
H -0.20668 -3.71628 -8.80977
H -4.94250 2.28375 6.21011
C 5.28016 6.34983 -0.65198
H 4.32433 -0.32657 5.80757
C 1.27477 1.97232 6.55662
C 1.91769 -0.24923 4.40739
H 0.80431 3.52862 5.05723
O 1.61149 2.53123 -0.04101
C 2.40063 0.98010 6.52789
H 4.13930 3.26706 -0.10341
H -4.87637 -2.64008 4.94652
H 3.58155 6.77306 1.05502
H 4.64226 0.95231 2.97780
C -1.05275 -6.90841 -6.82854
C 6.32498 -0.17774 3.69008
H -1.76368 2.65334 2.22780
H -1.15963 -4.87105 -3.10853
H 6.01539 6.01211 -1.37298
O 2.48346 0.84652 1.12971
H 1.12636 2.45239 7.52488
H -4.95249 0.10854 5.40084
H 0.25187 -2.90525 -7.29994
N 2.76247 0.81047 5.03024
C 1.64422 3.00242 5.51491
H 4.62470 5.68699 -3.19484
H 3.28632 1.50083 6.88995
C -4.68911 -3.85964 -4.31371
H 1.50547 3.29865 -2.99312
H 0.55862 -2.13698 0.14771
C -2.93607 -6.04255 -5.28156
C 4.92712 4.01954 -0.00425
C -4.45047 2.02293 3.59446
H -1.09155 -3.79766 -0.65557
H 6.91167 1.84658 3.11417
H -4.65844 -1.90474 -5.15827
H 3.12945 4.22696 2.30539
C 4.04973 4.82648 -2.84667
C -2.15176 1.74334 4.21497
H -6.74125 -2.50656 -3.04417
H 6.56029 -0.87706 4.49718
H 2.96082 6.26536 -1.71854
H -2.17297 -2.18597 -9.02377
H -3.39566 -5.84655 -6.25763
H 5.39515 3.17524 1.91791
C -1.72035 -2.36674 -8.04613
H -3.21458 -3.04672 4.67209
P -2.99406 -4.37866 -4.56061
H -1.78645 -7.45145 -7.42362
N -3.59229 1.55872 4.76752
C -3.50893 -1.90092 6.53233
C -7.36181 -2.33567 -5.14725
C 3.31452 5.24207 -1.57951
H 4.16554 5.59400 2.80231
H -3.65223 -6.72500 -4.82350
C -3.95184 -2.90765 5.46403
H 6.13458 4.71929 1.64447
H 1.95320 2.18485 3.47172
H -1.60526 3.77422 3.48076
C 4.80868 0.14651 3.69489
H 0.10258 1.72947 0.02350
H -0.81720 -5.96982 -7.33691
H -2.37067 -2.28715 -2.09283
H 0.61732 -1.26370 -1.44601
H 0.89874 -0.01213 4.70659
H -1.79140 -1.36557 -7.60211
C 2.39927 2.19134 4.46552
H 2.88170 2.45065 -3.39514
H 3.72444 4.33571 -4.86581
C -0.28959 -2.78274 -8.24058
H 2.17877 3.82052 5.99997
H -3.89710 -0.41042 4.04460
H 2.47017 4.60277 -1.32138
```

Computed properties:
HOMO, eV: -14.0
Charge: +3
Gap between HOMO and LUMO, eV: 8.64
Largest force on an atom, eV/A: 2.87